Molecular formula: C11H44F2InNO15S2
Method: DFT, ωB97M-V with the def2-TZVPD basis set

Geometry as ORCA input:
```
! RIJCOSX wB97M-V def2-TZVPD def2/J DEFGRID3
* xyz 2 1
In -3.2059 2.0983 -2.0872
N -1.0057 0.4777 -1.1457
S -0.2400 -0.7962 -1.6261
O -0.4449 -2.0152 -0.8945
O 1.0679 -0.6071 -2.2055
F -1.1523 -1.0435 -2.9429
S -0.0260 0.7076 0.1642
O 1.2135 1.3868 -0.0748
O -0.1150 -0.2208 1.2685
F -0.8765 1.8902 0.8147
C 0.4945 4.3216 -1.6780
O -0.7077 3.8768 -2.3451
H 0.2593 4.4353 -0.6179
H 1.2456 3.5490 -1.8221
H 0.8286 5.2551 -2.1304
H -1.3422 4.5871 -2.1923
C 3.8573 3.6596 0.2209
O 3.9303 2.3315 -0.2558
H 3.1277 4.1997 -0.4010
H 3.6136 3.7604 1.2796
H 4.8160 4.1051 -0.0377
H 3.1003 1.8605 -0.0744
C 2.2879 1.6464 3.0452
O 2.6842 1.3828 4.3804
H 1.8424 2.6489 3.0359
H 3.1287 1.5392 2.3449
H 1.5535 0.8884 2.7937
H 3.4231 1.9703 4.5967
C -2.5839 -3.9330 -1.5100
O -3.4481 -5.0407 -1.2992
H -2.8334 -3.1019 -0.8508
H -1.5312 -4.1954 -1.3610
H -2.7874 -3.6283 -2.5391
H -3.9560 -4.8880 -0.4937
C 1.7132 -4.2080 0.1606
O 1.7527 -4.9669 -1.0105
H 2.0904 -4.7970 0.9923
H 2.3566 -3.3217 0.0036
H 0.6960 -3.8454 0.3829
H 1.5276 -4.3475 -1.7342
C 2.7778 -1.4868 2.4974
O 2.9542 -0.8836 1.2249
H 2.8955 -2.5709 2.4438
H 3.4626 -1.0794 3.2564
H 1.7808 -1.2022 2.8293
H 3.8607 -1.0728 0.9339
C -2.6560 0.9460 3.8501
O -3.7854 1.6095 3.3041
H -2.2773 1.5332 4.6925
H -2.9216 -0.0275 4.2796
H -1.9103 0.7943 3.0773
H -4.4179 1.8016 4.0047
C -1.4882 -3.1870 2.6251
O -1.3137 -1.8551 3.0197
H -1.1477 -3.3765 1.6014
H -1.0309 -3.9394 3.2700
H -2.5787 -3.3530 2.6366
H -1.0907 -1.3177 2.2321
C 0.2454 -3.6114 -4.1260
O 1.3144 -3.3738 -3.2431
H -0.5564 -4.0982 -3.5662
H -0.1683 -2.7025 -4.5649
H 0.4491 -4.3638 -4.8999
H 1.9564 -2.8381 -3.7292
C 0.0268 1.5061 -4.6426
O -1.3679 1.6219 -4.4570
H 0.3870 2.2652 -5.3391
H 0.5761 1.4692 -3.7058
H 0.2844 0.5416 -5.1014
H -1.8630 1.3894 -5.2455
C -2.9566 4.1803 1.4425
O -3.5735 3.0468 0.8849
H -1.9886 3.9377 1.8949
H -2.7659 4.9302 0.6740
H -3.5444 4.6820 2.2148
H -3.9230 2.4634 1.5765
*
```

Output
HOMO energy	-14.96	eV
LUMO energy	-12.90	eV
Kohn-Sham gap	2.1	eV
relative energy (zero: lowest compared OMol25 entry of this formula, charge and spin)	0.0	kJ/mol
molecular weight	647.41	g/mol